Record 1
# C5H9N3O

A 3-piece molecular cluster, C5H9N3O overall (wB97M-V/def2-TZVPD, the OMol25 dataset).

Frontier orbital gap (spin up / spin down): 6.6097 / 7.0815 eV
Energy relative to the best compared isomer or geometry (same formula, charge and spin): 639.58 kJ/mol
Total charge: 0

The geometry in XYZ format:
```
18
C5H9N3O | the OMol25 dataset | wB97M-V/def2-TZVPD
C 0.664 -0.773 -2.332
N 1.577 -0.063 -1.849
C -0.382 1.556 0.774
C -0.771 1.923 1.990
O 0.087 -1.425 -3.120
H 1.017 0.511 -0.446
H 2.365 0.097 -2.470
H -0.769 1.981 -0.140
H -0.365 1.456 2.876
H -1.519 2.694 2.105
C -0.922 -0.887 -0.686
C -0.955 -1.803 0.256
N 0.598 0.565 0.524
N 1.144 -0.083 1.471
H 1.887 -0.644 1.042
H -1.730 -0.719 -1.393
H -0.174 -1.850 1.029
H -1.750 -2.538 0.370
```

---

Record 2
# C4H31NO13

A 12-piece molecular cluster, C4H31NO13 overall (wB97M-V/def2-TZVPD, the OMol25 dataset).

Frontier orbital gap: 9.8417 eV
Energy relative to the best compared isomer or geometry (same formula, charge and spin): 178.76 kJ/mol
Structure (SMILES): C[C@@H](O)CC(N)=O.O.O.O.O.O.O.O.O.O.O.O
Total charge: 0

The geometry in XYZ format:
```
49
C4H31NO13 | the OMol25 dataset | wB97M-V/def2-TZVPD
C 0.063 -1.980 0.737
C 0.112 -0.582 0.062
O 1.148 0.091 0.826
C 0.677 -0.732 -1.338
C 0.336 0.379 -2.326
N -0.859 0.250 -2.986
O 1.170 1.193 -2.686
H 0.185 -1.831 1.807
H -0.817 -2.598 0.543
H 0.955 -2.449 0.319
H -0.802 0.003 0.145
H 0.744 0.871 1.287
H 1.744 -0.941 -1.392
H 0.299 -1.660 -1.794
H -1.640 -0.198 -2.519
H -1.037 0.759 -3.834
O -0.854 3.706 -0.113
H -1.656 3.447 -0.618
H -0.263 3.872 -0.863
O 3.717 1.541 -0.561
H 2.773 1.382 -0.447
H 3.779 2.121 -1.323
O -3.102 0.467 1.176
H -2.393 0.996 1.569
H -3.048 -0.274 1.800
O 3.437 -1.378 1.186
H 3.719 -0.968 0.358
H 2.517 -1.084 1.295
O -1.262 0.097 3.318
H -0.641 0.833 3.440
H -1.213 -0.322 4.186
O -2.943 2.385 -1.272
H -3.697 2.361 -0.665
H -3.101 1.601 -1.805
O -2.054 -2.558 -3.446
H -2.780 -2.087 -3.020
H -1.279 -2.103 -3.105
O 2.601 -3.460 -0.455
H 3.026 -2.816 0.156
H 2.532 -4.286 0.022
O -3.012 -0.930 -1.238
H -2.878 -1.758 -0.757
H -3.080 -0.321 -0.464
O 0.114 2.294 1.922
H -0.452 2.575 1.159
H 0.932 2.769 1.722
O 2.582 0.664 3.604
H 2.615 0.805 2.651
H 3.084 -0.148 3.740
```

---

Record 3
# C5H12N4O3

A 2-piece molecular cluster, C5H12N4O3 overall (wB97M-V/def2-TZVPD, the OMol25 dataset).

Frontier orbital gap: 9.2169 eV
Energy relative to the best compared isomer or geometry (same formula, charge and spin): 308.40 kJ/mol
Structure (SMILES): C[C@H](CN)CO.Oc1nnno1
Total charge: 0

The geometry in XYZ format:
```
24
C5H12N4O3 | the OMol25 dataset | wB97M-V/def2-TZVPD
C -1.098 1.729 1.065
C -0.870 0.567 0.116
C -0.340 1.031 -1.246
N -1.373 1.733 -2.022
C -2.130 -0.291 -0.051
O -1.895 -1.316 -1.003
H -0.182 2.306 1.233
H -1.438 1.374 2.047
H -1.855 2.425 0.676
H -0.088 -0.099 0.546
H 0.474 1.748 -1.061
H 0.078 0.162 -1.788
H -0.950 2.139 -2.859
H -2.025 1.034 -2.371
H -2.974 0.292 -0.433
H -2.446 -0.725 0.927
H -1.128 -1.839 -0.700
O 4.302 -1.654 1.906
C 3.188 -1.712 1.165
N 2.110 -2.424 1.299
N 1.367 -2.102 0.234
N 1.923 -1.189 -0.447
O 3.146 -0.890 0.136
H 4.203 -2.299 2.629
```

---

Record 4
# C9H18IN

One molecule with the formula C9H18IN (wB97M-V/def2-TZVPD, the OMol25 dataset).

Frontier orbital gap (spin up / spin down): 5.6382 / 7.0508 eV
Spin multiplicity: 3
Total charge: 0
<S²>: 2.0101

The geometry in XYZ format:
```
29
C9H18IN | the OMol25 dataset | wB97M-V/def2-TZVPD
C 1.729 0.066 -0.162
C 0.984 1.216 -0.793
C 1.154 -1.191 -0.618
C -0.460 1.343 -0.124
C -0.264 -1.449 -0.096
C -1.175 2.399 -0.972
C -0.503 1.644 1.358
C -0.563 -1.769 1.314
C -0.957 -2.387 -1.054
N -1.106 0.105 -0.473
I -3.037 -0.054 0.040
H 2.758 0.213 -0.413
H 1.433 0.148 0.883
H 1.463 2.210 -0.543
H 0.877 0.917 -1.913
H 1.048 -1.096 -1.677
H 1.717 -2.137 -0.317
H -2.135 2.674 -0.410
H -1.707 1.966 -1.924
H -0.618 3.237 -1.035
H -1.520 2.003 1.850
H 0.135 2.555 1.508
H -0.218 0.744 1.868
H -1.088 -0.919 1.739
H 0.271 -1.904 2.020
H -1.118 -2.762 1.327
H -1.811 -2.900 -0.698
H -0.187 -3.131 -1.254
H -1.074 -1.922 -2.145
```

---

Record 5
# C4H5NO

One molecule with the formula C4H5NO (wB97M-V/def2-TZVPD, the OMol25 dataset).

Frontier orbital gap: 10.8305 eV
Energy relative to the best compared isomer or geometry (same formula, charge and spin): 232.90 kJ/mol
Structure (SMILES): CC#CC(N)=O
Total charge: 0

The geometry in XYZ format:
```
11
C4H5NO | the OMol25 dataset | wB97M-V/def2-TZVPD
C -2.343 0.154 0.265
C -0.895 0.167 0.127
C 0.293 0.015 -0.029
C 1.638 -0.634 -0.338
N 2.489 0.385 -0.124
O 1.789 -1.780 -0.679
H -2.680 -0.877 0.105
H -2.824 0.790 -0.482
H -2.656 0.462 1.265
H 3.504 0.254 -0.253
H 1.686 1.064 0.143
```

---

Record 6
# C24H19B2ClF4IN6O9V

C24H19B2ClF4IN6O9V as an isolated structure (wB97M-V/def2-TZVPD, the OMol25 dataset).

Frontier orbital gap (spin up / spin down): 6.1722 / 6.5997 eV
Energy relative to the best compared isomer or geometry (same formula, charge and spin): 6.10 kJ/mol
Spin multiplicity: 2
Total charge: -1
<S²>: 0.7632

The geometry in XYZ format:
```
67
C24H19B2ClF4IN6O9V | the OMol25 dataset | wB97M-V/def2-TZVPD
V 0.648 0.478 0.280
C -1.274 4.096 2.000
C -0.425 2.939 1.607
N -0.861 1.864 1.067
O -2.188 1.761 0.918
B -2.710 0.928 -0.230
F -2.410 1.552 -1.423
F -4.067 0.830 -0.021
O -2.144 -0.469 -0.180
N -1.053 -0.647 0.592
C -1.128 -1.487 1.558
C -2.317 -2.309 1.888
C 0.098 -1.561 2.381
N 0.929 -0.621 2.116
O 2.116 -0.667 2.749
B 2.721 0.650 3.125
F 3.971 0.411 3.605
F 1.872 1.280 4.052
O 2.856 1.562 1.922
N 1.614 1.843 1.468
C 1.017 2.883 1.915
C 1.665 3.927 2.747
C 0.294 -2.606 3.419
H -2.255 4.004 1.544
H -0.803 5.027 1.683
H -1.390 4.130 3.085
H -3.170 -2.005 1.290
H -2.542 -2.208 2.951
H -2.081 -3.367 1.718
H 2.696 3.660 2.950
H 1.130 4.042 3.690
H 1.620 4.880 2.213
H -0.198 -3.538 3.134
H -0.139 -2.256 4.361
H 1.355 -2.776 3.579
Cl 0.336 3.320 -6.780
C 0.334 2.706 -5.150
C 0.913 3.447 -4.169
C 0.920 2.974 -2.842
I 1.811 4.178 -1.401
C 0.367 1.762 -2.504
O 0.375 1.316 -1.265
C -0.251 0.977 -3.537
N -0.809 -0.200 -3.179
C -1.394 -0.909 -4.103
C -1.471 -0.528 -5.459
C -0.907 0.652 -5.839
C -0.272 1.455 -4.867
H 1.366 4.400 -4.404
H -1.843 -1.846 -3.786
H -1.971 -1.169 -6.173
H -0.941 0.987 -6.866
O 0.814 -6.097 1.934
C -0.089 -5.308 1.632
O -1.273 -5.215 2.038
C 0.233 -4.269 0.547
C -0.744 -3.870 -0.364
C -0.519 -2.770 -1.167
N 0.575 -2.020 -1.061
C 1.533 -2.447 -0.241
C 1.443 -3.586 0.543
C 2.682 -1.493 -0.120
O 3.834 -1.774 0.022
O 2.224 -0.223 -0.166
H -1.695 -4.388 -0.377
H -1.278 -2.405 -1.851
H 2.249 -3.885 1.200
```

---

DFT total energy for every record listed, in sequence, given in eV: -11842.77930, -32760.19585, -17479.98071, -19209.77201, -7764.11266, -111108.45498.